Entry 1:
Entry from OMol25: a 3-piece molecular cluster, C18H41Br2N3O8S overall (the ωB97M-V functional and the def2-TZVPD basis).

```
73
Properties=species:S:1:pos:R:3:forces:R:3
C 10.190608 -4.273100 1.042759 -0.2272 0.2105 0.0896
C 9.958756 -3.512317 -0.231272 0.1982 -0.1861 0.2548
Br 11.271585 -2.280434 -0.736535 0.1904 0.1843 -0.0748
C 8.874527 -3.714315 -0.963801 -0.0862 0.1228 -0.0794
Br 8.509411 -2.794978 -2.564534 -0.1108 0.0129 -0.1365
O 7.939542 -4.576745 -0.479437 -0.2240 -0.0882 -0.1075
S 6.870316 -5.384636 -1.524989 -0.1036 -0.1185 -0.0194
O 6.537180 -6.539411 -0.731000 0.0600 0.0728 0.0407
O 5.664044 -4.354754 -1.465455 0.2525 0.0379 0.0823
C 4.951156 -4.146078 -0.224710 -0.3440 0.1146 -0.0465
C 5.498655 -3.001326 0.628769 -0.0018 -0.3015 -0.0643
O 5.920271 -1.928592 -0.188220 -0.0359 0.1639 0.0867
C 4.388724 -2.542972 1.617799 0.1370 0.1884 0.2799
N 3.844155 -1.211749 1.411476 -0.0805 -0.3411 0.1032
H 10.310811 -5.335803 0.843107 0.1091 -0.0603 0.0146
H 11.055662 -3.879358 1.563043 0.1450 -0.1082 0.0069
H 9.328998 -4.161420 1.702806 -0.0247 -0.0573 0.0010
H 3.930350 -3.926392 -0.532522 -0.0011 0.0640 -0.1367
H 4.934914 -5.075120 0.341489 0.0098 -0.0652 0.0778
H 6.334056 -3.384218 1.213442 0.1592 0.0254 -0.0342
H 6.877203 -1.856643 -0.155819 0.0127 -0.0491 -0.0886
H 4.807719 -2.569398 2.624150 -0.0446 -0.0118 0.0575
H 3.565118 -3.258203 1.613283 -0.0343 -0.0810 -0.0512
H 4.594343 -0.540215 1.488551 -0.0044 0.1414 -0.1949
H 3.452062 -1.139410 0.481648 -0.0323 0.1593 -0.0463
C -0.634721 2.069270 3.685962 -0.0543 -0.0232 0.0057
O -1.680521 1.815126 2.772649 0.1173 -0.0195 0.0154
C -1.817193 2.783157 1.737968 -0.1387 0.0905 0.0249
C -1.439311 2.197515 0.398009 0.1237 -0.0869 -0.0121
N -0.012994 1.920629 0.310098 -0.0844 -0.0938 0.0305
C 0.387098 1.158494 -0.866776 0.0957 0.1058 0.0738
C -0.173823 -0.247804 -1.046661 -0.0185 -0.0231 -0.1610
O 0.278338 -1.183036 -0.087652 0.0003 -0.0396 0.0378
C -0.447167 -1.211618 1.127910 0.1666 -0.0637 0.0201
H -0.734678 1.352059 4.498892 -0.0064 -0.0141 -0.0067
H 0.356125 1.946382 3.233630 0.0037 0.0523 -0.0044
H -0.705936 3.079765 4.100415 0.0208 0.0135 0.0077
H -1.215613 3.670840 1.957352 0.0732 -0.0356 -0.0117
H -2.867946 3.076913 1.704116 -0.0177 -0.0178 0.0177
H -1.709712 2.910212 -0.388330 -0.0124 -0.0218 -0.0254
H -2.050821 1.296023 0.257168 -0.0798 0.0383 -0.0229
H 0.276222 1.418888 1.139642 0.0260 0.0073 0.0133
H 1.476865 1.077952 -0.846404 0.0036 -0.0006 -0.0368
H 0.129022 1.741780 -1.757158 -0.0247 -0.0001 -0.0105
H 0.182303 -0.614949 -2.012866 -0.0058 -0.0247 0.0098
H -1.270536 -0.256588 -1.091758 -0.0003 0.0524 0.0683
H -1.503472 -0.975588 0.973095 -0.0101 0.0382 0.0049
H -0.026567 -0.523033 1.865198 -0.0990 0.0427 0.0151
H -0.368447 -2.219285 1.535778 -0.0017 -0.0175 -0.0412
C -7.097892 4.787340 -2.845928 -0.0544 0.0050 0.0214
O -7.879223 3.744278 -2.301579 0.1047 0.0331 0.0318
C -7.768137 2.500722 -2.980993 -0.1251 -0.0534 -0.0610
C -7.075068 1.466345 -2.123274 0.1109 0.0474 0.0890
N -5.669090 1.792141 -1.932673 -0.0845 0.0481 0.0994
C -4.971870 0.964166 -0.954141 0.0443 0.0684 -0.1299
C -5.438127 1.006213 0.496623 0.0238 -0.1703 0.1021
O -5.210404 2.237513 1.156332 -0.0449 0.0716 -0.1307
C -6.194213 3.232703 0.943754 0.0945 0.0508 0.1219
H -7.386365 5.705236 -2.337125 -0.0069 -0.0044 0.0160
H -6.024299 4.627040 -2.695016 0.0033 -0.0221 -0.0510
H -7.285470 4.907020 -3.917220 0.0172 0.0088 -0.0166
H -7.243079 2.628308 -3.932205 0.0575 -0.0092 0.0162
H -8.782089 2.153352 -3.197347 -0.0028 0.0213 -0.0186
H -7.146963 0.493593 -2.619185 0.0026 -0.0227 0.0158
H -7.629503 1.399104 -1.176831 -0.0539 -0.0475 -0.0314
H -5.590810 2.762026 -1.655704 -0.0011 0.0120 -0.0085
H -3.920887 1.258839 -0.972978 0.0338 -0.0245 -0.0004
H -5.015551 -0.075923 -1.294464 -0.0206 -0.0166 0.0133
H -4.855547 0.264983 1.050382 0.0068 0.0183 0.0037
H -6.491835 0.718220 0.597025 -0.0224 0.0500 -0.0442
H -7.185405 2.796040 0.798247 -0.0163 -0.0009 -0.0345
H -5.957303 3.871556 0.087598 -0.0607 -0.0355 -0.0410
H -6.217548 3.863667 1.832395 -0.0013 -0.0161 0.0100
```
Forces are in eV/Å.

## Properties
- spin multiplicity = 1
- E_tot (a.u.) = -7022.6763
- LUMO (Eh) = 0.0157
- highest occupied orbital energy (Eh) = -0.314

---

Entry 2:
Entry from OMol25: an isolated ion of composition C8H16N and charge +1 in a non-equilibrium geometry (the ωB97M-V functional and the def2-TZVPD basis).

```
25
Properties=species:S:1:pos:R:3:forces:R:3
C -2.830545 -0.703164 -0.302120 0.3267 -0.4476 0.5632
N -1.791370 -0.250275 0.256613 -1.7652 -0.6106 1.6205
C -1.454953 0.516243 1.454364 -0.7389 1.2423 -1.6847
C -0.641621 0.493786 0.014133 2.0586 0.3306 1.1328
C -0.867029 1.604188 -0.989612 -0.8137 2.4422 2.8683
C 0.781766 -0.209381 -0.000989 -0.2194 -1.9759 -0.2157
C 0.711222 -1.636982 0.704604 0.6243 -0.9024 -1.5809
C 1.761325 0.598758 0.809065 1.6418 1.6942 1.1148
C 1.345704 -0.486365 -1.490122 1.3412 1.1394 -0.2068
H -2.640337 -0.972455 -1.323473 -0.8031 -0.1472 -0.6036
H -3.754535 -0.864603 0.293492 0.7398 -0.0039 -0.6686
H -1.239332 0.050981 2.427890 0.5621 -0.3145 -0.9869
H -2.227180 1.329517 1.574551 1.1626 -0.6449 -0.2133
H 0.074817 2.117973 -1.305269 -1.0785 -0.2264 0.5356
H -1.741988 2.281086 -0.538555 2.4042 -0.6108 -0.6083
H -1.421315 1.300992 -1.800168 -0.5813 -1.3756 -2.3664
H 1.686660 -2.220869 0.525055 -1.5175 0.9488 -0.1720
H -0.155601 -2.269547 0.370139 0.9069 0.5170 -0.0932
H 0.667128 -1.653993 1.764520 -0.2689 0.6851 1.1657
H 2.800735 0.163134 0.678501 -1.2967 0.1758 0.5936
H 1.943006 1.657605 0.505287 -0.5315 -0.6457 -0.4201
H 1.484137 0.756716 1.910696 0.3834 -0.8692 -1.4469
H 0.649250 -0.244778 -2.308428 0.2424 0.4405 0.3824
H 1.569140 -1.525970 -1.690517 -0.2436 -0.4774 0.5756
H 2.416731 -0.017248 -1.721585 -2.5355 -0.3640 0.7147
```
Forces are in eV/Å.

## Properties
- spin multiplicity = 1
- SMILES string = C=[N+]1C[C@@]1(C)C(C)(C)C
- E_tot (a.u.) = -368.8032
- LUMO (Eh) = -0.1812
- ΔE to the lowest compared entry with this formula, charge and spin (kcal per mole) = 83.7
- net charge = +1
- highest occupied orbital energy (Eh) = -0.547

---

Entry 3:
Entry from OMol25: C10H13BaF6NO4S2 as an isolated structure in a non-equilibrium geometry (the ωB97M-V functional and the def2-TZVPD basis).

```
37
Properties=species:S:1:pos:R:3:forces:R:3
C -2.603968 -0.848829 -1.531241 2.1867 2.8148 2.2229
C 0.421821 -2.458952 -1.943854 0.7826 0.3000 0.0490
C -2.040004 0.085926 -2.380426 -2.4476 -1.7298 -2.6871
H -3.099517 -0.306748 -0.624881 -0.5996 -1.2021 -2.0860
C 1.030000 -1.267159 -1.976359 0.1612 -0.6722 -0.4053
H 1.053767 -3.341495 -1.758695 -0.2313 0.5065 0.2375
H -2.831606 0.650443 -2.983278 0.8852 0.6115 2.0532
H 2.095650 -1.235303 -1.731738 -0.2468 -0.1327 -0.0161
C -0.796359 0.055445 -3.268826 0.1359 -0.0164 0.2579
H -0.805360 0.992114 -3.854737 -0.0343 -0.2556 0.4142
H -0.747522 -0.719220 -4.053033 -0.1892 0.0038 0.4328
C -2.061341 -2.194851 -1.176291 0.2071 -1.2749 -0.5547
H -2.952407 -2.846696 -1.293597 0.2735 0.1063 0.2149
H -1.704574 -2.390947 -0.132169 -0.2365 0.6155 -0.5992
C -1.021302 -2.782997 -2.182412 -0.5361 -0.4397 -0.0275
H -1.350081 -2.507707 -3.198306 0.1143 -0.1401 0.3676
H -1.068689 -3.886444 -2.132016 -0.2948 0.4513 -0.0340
C 0.489494 0.047583 -2.428117 -0.0601 0.4298 -0.0380
H 1.250429 0.562359 -3.030960 0.1077 -0.2221 0.2415
H 0.347008 0.659593 -1.529586 -0.0782 0.1425 -0.1258
Ba -1.189830 -0.764277 2.478587 -1.2419 -1.5815 3.1729
H -0.936893 -0.156437 0.807421 0.2395 0.5114 -3.8275
F 3.297595 -0.937257 1.098463 -0.0818 0.8947 0.3759
C 2.924996 0.324724 1.390795 -0.5977 0.1574 -1.2837
F 3.942520 1.164120 1.162399 -0.6428 -0.6049 0.3731
F 1.893700 0.653411 0.550951 1.3478 -0.3401 1.0565
S 2.302812 0.385680 3.157722 -0.3918 0.3349 0.8288
O 1.253701 -0.663402 3.110215 1.4515 0.9362 0.1688
O 3.420991 0.207182 4.042732 -0.8257 -0.0141 -1.0205
N 1.680858 1.868645 3.368585 -0.2421 -0.7553 -0.4189
S 0.120130 2.017552 3.102902 -0.4470 -0.9016 0.0227
O -0.299283 1.669175 1.741989 0.2930 0.7589 1.4725
O -0.713699 1.402197 4.155805 0.6908 0.5125 -0.9885
C -0.242071 3.809300 3.244060 0.2512 1.2804 0.1263
F 0.051767 4.286481 4.467868 -0.2284 -0.3721 -0.9254
F 0.451694 4.499626 2.316080 -0.5677 -0.5247 0.7505
F -1.564426 3.967163 3.013948 1.0930 -0.1883 0.1987
```
Forces are in eV/Å.

## Properties
- spin multiplicity = 1
- E_tot (a.u.) = -2165.4283
- LUMO (Eh) = -0.0240
- highest occupied orbital energy (Eh) = -0.272

---

Entry 4:
Entry from OMol25: C8H11BN2O2 in the gas phase in a non-equilibrium geometry (the ωB97M-V functional and the def2-TZVPD basis).

```
24
Properties=species:S:1:pos:R:3:forces:R:3
B -2.561831 0.434354 0.096656 4.1873 -0.6053 -0.4327
C 0.861979 -2.137318 -0.053118 -0.2509 3.3288 0.3247
C 2.096770 -1.518667 -0.058030 -0.1156 1.3217 0.0683
C -0.236770 0.017275 0.111804 -2.9367 0.7081 -0.3027
C -0.310019 -1.333661 0.053545 -0.7095 -1.5122 -0.1629
C 2.185453 -0.129471 -0.007681 1.5319 -0.9667 0.0752
C 1.010748 0.577456 -0.014191 0.2920 2.6033 0.6430
C -1.753297 -1.953028 0.133088 2.8868 -1.6678 0.5120
C 0.034347 2.736110 0.217303 0.5519 0.9465 -3.1519
N -2.808918 -0.921440 0.107877 -0.1568 -0.9600 -0.4967
N 3.499973 0.447434 0.119405 -2.1030 -1.0504 0.7038
O -3.113265 1.625671 -0.122977 -1.3520 0.3216 -0.5065
O 1.227015 1.949380 -0.032659 -1.1838 0.8305 0.9531
H 0.909383 -3.139730 -0.116497 -0.6078 -3.4975 -0.1619
H 3.089724 -1.940476 -0.093350 -0.2675 -1.1264 -0.0511
H -1.729251 -2.708776 -0.736480 -0.9845 1.2056 1.2422
H -1.613758 -2.563397 1.122997 -1.3705 0.9991 -1.6061
H -0.656548 2.498879 -0.594250 -0.4723 -0.5051 0.4524
H 0.204917 3.791336 -0.082716 0.8230 -0.4662 0.7289
H -0.461256 2.717272 1.160651 0.1213 -0.6108 0.8933
H -3.694298 -1.234149 -0.282042 0.1661 -0.1850 0.4193
H 4.224580 -0.245034 0.026745 0.1056 0.3019 -0.3361
H 3.586983 1.286598 -0.382424 0.5319 1.0293 -0.6320
H -3.992667 1.743389 -0.573650 1.3130 -0.4431 0.8246
```
Forces are in eV/Å.

## Properties
- spin multiplicity = 1
- E_tot (a.u.) = -596.2404
- LUMO (Eh) = -0.0027
- ΔE to the lowest compared entry with this formula, charge and spin (kcal per mole) = 50.6
- highest occupied orbital energy (Eh) = -0.263

---

Entry 5:
Entry from OMol25: C3H4S2 in the gas phase in a non-equilibrium geometry (the ωB97M-V functional and the def2-TZVPD basis).

```
9
Properties=species:S:1:pos:R:3:forces:R:3
C -0.710079 0.559115 1.165713 2.2299 -0.1111 0.2898
C 0.654096 -0.409960 -0.790806 1.3122 -2.4101 0.3829
C -0.605925 0.022383 -0.085722 2.6773 1.3613 0.7019
S -2.046272 1.336283 1.785046 -0.1962 -0.1496 0.0858
S 2.542363 -0.388559 -0.501637 -1.8657 0.3749 0.8687
H 0.315686 0.569020 1.685291 -1.6795 0.1373 -0.3307
H 0.428814 -1.557737 -0.630221 0.8147 1.4943 -1.3340
H 0.779833 -0.080983 -1.838578 -1.2136 -0.6359 0.2656
H -1.358517 -0.049562 -0.789087 -2.0791 -0.0611 -0.9300
```
Forces are in eV/Å.

## Properties
- spin multiplicity = 1
- E_tot (a.u.) = -912.9372
- LUMO (alpha / beta) (Eh) = -0.0713 / -0.0865
- ΔE to the lowest compared entry with this formula, charge and spin (kcal per mole) = 77.4
- highest occupied orbital energy (alpha / beta) (Eh) = -0.325 / -0.330

---

Entry 6:
Entry from OMol25: a 2-piece molecular cluster, C5H14N2O overall in a non-equilibrium geometry (the ωB97M-V functional and the def2-TZVPD basis).

```
22
Properties=species:S:1:pos:R:3:forces:R:3
C -1.867905 0.048853 -2.061014 0.1044 0.0098 0.0598
N -0.758494 0.083158 -1.126745 0.0578 0.0649 -0.2420
C 0.274959 -0.876004 -1.482748 -0.0888 0.1130 0.0013
C -0.218346 1.425515 -0.981582 -0.0346 -0.1291 -0.0502
H -1.571184 0.335501 -3.084748 0.0066 -0.0031 0.0201
H -2.285204 -0.958199 -2.096305 -0.0149 0.0078 -0.0149
H -2.647974 0.734332 -1.727611 -0.0120 -0.0066 -0.0180
H -0.153026 -1.879246 -1.500322 0.0111 -0.0107 -0.0383
H 1.066150 -0.852284 -0.734503 0.0145 0.0090 0.0060
H 0.723844 -0.668837 -2.468926 -0.0288 -0.0014 0.0022
H -1.005119 2.096505 -0.634119 0.0027 0.0294 -0.0313
H 0.189879 1.822543 -1.926398 -0.0287 -0.0102 -0.0006
H 0.579815 1.418110 -0.240440 0.0166 -0.0054 0.0037
C 2.789428 0.041495 2.487974 -0.9742 -0.4517 2.1086
N 1.982482 0.087989 1.552572 -2.7854 -0.6615 -0.0079
O 0.643401 -0.405824 2.488066 1.6363 0.4485 -0.4003
C -0.668937 -0.585658 2.029103 0.0985 0.2646 -1.0744
H 3.836079 0.303510 2.404601 -0.0601 -0.0459 -0.1262
H 2.151979 -0.275464 3.407339 2.0802 0.4405 -0.4648
H -0.986571 -1.623629 2.183519 0.1159 0.0544 0.0234
H -0.723731 -0.362835 0.954926 -0.2418 -0.1045 0.2352
H -1.351525 0.090470 2.557361 0.1249 -0.0115 0.0086
```
Forces are in eV/Å.

## Properties
- spin multiplicity = 1
- SMILES string = CN(C)C.C=NOC
- E_tot (a.u.) = -383.4946
- LUMO (Eh) = 0.0363
- ΔE to the lowest compared entry with this formula, charge and spin (kcal per mole) = 129.4
- highest occupied orbital energy (Eh) = -0.309

---

Among the records above, which one has the highest E_tot?
C8H16N